Record 1
{
  "formula": "C5H6N",
  "method": "wB97M-V/def2-TZVPD",
  "largest_force_ha_per_bohr": 0.1406,
  "lumo_ev": -5.39,
  "multiplicity": 1,
  "total_charge": 1,
  "molar_mass_da": 80.11,
  "smiles": "C#[N+]C(C)=C=C",
  "gap_ha": 0.31552,
  "homo_ha": -0.5135,
  "de_lowest_kj_mol": 470.9,
  "elements": ["C", "N", "C", "C", "C", "C", "H", "H", "H", "H", "H", "H"],
  "xyz": [[1.96057, 1.17129, 1.14494], [1.03992, 0.72643, 0.55449], [-0.01379, 0.29597, -0.12507], [-0.40712, 1.09448, -1.31869], [-0.46148, -1.06248, 0.29383], [-0.91965, -2.25789, 0.70997], [2.69387, 1.78255, 1.68534], [0.31891, 1.84242, -1.46057], [-1.41558, 1.65094, -1.10326], [-0.28178, 0.38265, -2.28999], [-1.78768, -2.33597, 1.38382], [-0.72620, -3.29037, 0.52520]],
  "forces_ev_per_a": [[-3.1, -0.9, -2.1], [4.9, 2.3, 3.8], [-2.7, -6.7, 0.9], [-2.0, -1.4, -1.6], [0.5, 1.8, -0.7], [-0.3, 3.3, -0.1], [-0.4, -0.7, -0.3], [0.9, 1.1, -0.2], [1.7, -1.4, -1.0], [-1.1, 1.9, 2.2], [0.2, 1.0, 0.0], [1.3, -0.3, -1.0]]
}

***

Record 2
{
  "formula": "C44H49Co2O5P2",
  "method": "wB97M-V/def2-TZVPD",
  "largest_force_ha_per_bohr": 0.0800,
  "lumo_ev": 2.41,
  "multiplicity": 1,
  "total_charge": -1,
  "molar_mass_da": 837.69,
  "gap_ha": 0.19998,
  "homo_ha": -0.1115,
  "elements": ["C", "C", "C", "C", "P", "C", "C", "C", "C", "C", "C", "C", "C", "H", "H", "H", "H", "H", "H", "H", "H", "H", "H", "H", "H", "H", "H", "H", "H", "H", "H", "H", "H", "H", "H", "H", "H", "H", "H", "H", "O", "C", "Co", "C", "O", "C", "O", "C", "C", "C", "C", "C", "C", "C", "C", "C", "Co", "C", "O", "C", "O", "P", "C", "C", "C", "C", "C", "C", "C", "C", "C", "C", "C", "C", "C", "C", "C", "C", "C", "C", "H", "H", "H", "H", "H", "H", "H", "H", "H", "H", "H", "H", "H", "H", "H", "H", "H", "H", "H", "H", "H", "H"],
  "xyz": [[-4.94135, 0.62627, 3.02209], [-3.69960, -0.03932, 2.43432], [-2.47120, 0.87774, 2.44457], [-1.21732, 0.18682, 1.89059], [-0.80459, -1.35758, 2.83644], [0.67801, -1.95245, 1.88248], [0.41617, -3.31799, 1.24174], [0.11470, -4.40828, 2.27805], [-0.15031, -5.76800, 1.63502], [0.08518, -0.56538, 4.26706], [0.60415, -1.58104, 5.29021], [1.42127, -0.94367, 6.42827], [2.74159, -0.31056, 5.99411], [-5.79405, -0.05357, 2.94524], [-4.79817, 0.87205, 4.07997], [-5.18898, 1.54719, 2.48344], [-3.47271, -0.95927, 2.99281], [-3.90133, -0.34164, 1.39789], [-2.68087, 1.76836, 1.83445], [-2.29185, 1.23234, 3.47121], [-1.37884, -0.11278, 0.84275], [-0.35203, 0.86484, 1.92312], [0.92607, -1.20793, 1.11211], [1.52646, -2.02186, 2.58153], [-0.42577, -3.25508, 0.53434], [1.30200, -3.61059, 0.65747], [0.96787, -4.48880, 2.96668], [-0.75561, -4.10839, 2.88048], [-0.32846, -6.51518, 2.41266], [-1.03243, -5.73419, 0.98666], [0.70681, -6.09392, 1.03626], [0.90381, 0.05401, 3.86447], [-0.64623, 0.10628, 4.74811], [-0.25284, -2.09934, 5.74522], [1.21594, -2.34980, 4.79390], [0.79873, -0.18776, 6.92234], [1.61987, -1.72850, 7.16759], [3.29913, 0.02266, 6.87531], [3.37099, -1.02577, 5.45070], [2.57523, 0.56147, 5.35191], [0.07887, -1.88377, -5.38473], [-0.18667, -0.84982, -5.83022], [-0.75556, 0.74544, -6.26247], [0.66353, 1.67901, -5.74516], [1.68616, 2.17789, -5.51709], [-0.40858, 0.50155, -7.97533], [-0.03104, 0.33614, -9.05873], [-2.53001, 0.79899, -5.95230], [-1.74514, 0.84649, -4.78011], [-1.71112, 0.63967, -3.43011], [-0.51374, 0.95356, -2.67231], [0.04845, -0.01927, -1.80922], [1.27764, 0.20859, -1.19900], [1.90569, 1.45509, -1.33509], [1.33054, 2.44405, -2.13986], [0.15113, 2.18353, -2.82786], [-2.46860, 2.65703, -5.97998], [-1.58730, 4.05546, -5.43979], [-1.07169, 5.04518, -5.10253], [-4.10666, 2.98894, -5.51376], [-5.20815, 3.29336, -5.29922], [-2.70912, 3.10796, -8.04514], [-1.22081, 3.65523, -8.95713], [-1.28747, 3.99556, -10.31680], [-0.12533, 4.38595, -10.98714], [1.08964, 4.46726, -10.29619], [1.14801, 4.17031, -8.93341], [-0.00928, 3.76992, -8.27043], [-3.41368, 1.69280, -8.96467], [-2.80398, 1.16391, -10.10584], [-3.30068, -0.00695, -10.67809], [-4.40663, -0.64829, -10.11338], [-5.05165, -0.09740, -9.00184], [-4.55621, 1.07613, -8.42841], [-3.90921, 4.44877, -8.41664], [-5.09326, 4.23823, -9.13723], [-6.05674, 5.24796, -9.21093], [-5.82106, 6.48566, -8.60613], [-4.60706, 6.72723, -7.95307], [-3.64509, 5.71752, -7.87412], [-3.36662, 0.15189, -6.17338], [-2.52668, 0.09242, -2.94543], [-0.48019, -0.97009, -1.70050], [1.75649, -0.58823, -0.62506], [2.85369, 1.64746, -0.83058], [1.80357, 3.41972, -2.24587], [-0.32341, 2.94034, -3.45704], [-2.23939, 3.93462, -10.84588], [-0.17411, 4.62011, -12.05077], [1.99746, 4.76434, -10.82022], [2.08318, 4.23969, -8.37463], [0.04265, 3.53294, -7.20319], [-1.95806, 1.67308, -10.55828], [-2.80287, -0.41746, -11.55751], [-4.76338, -1.58771, -10.53660], [-5.93108, -0.57411, -8.56320], [-5.05721, 1.50565, -7.55583], [-5.27335, 3.28712, -9.63535], [-6.99501, 5.05450, -9.73270], [-6.58568, 7.26256, -8.63854], [-4.40891, 7.69642, -7.49136], [-2.69235, 5.91421, -7.37626]],
  "forces_ev_per_a": [[0.0, -0.1, -0.1], [0.1, 0.1, 0.1], [-0.1, -0.1, -0.1], [0.0, -0.1, 0.1], [0.3, 0.3, 0.1], [-0.1, 0.0, -0.1], [0.1, -0.2, 0.1], [0.0, 0.1, -0.2], [0.0, 0.1, 0.2], [-0.1, 0.0, 0.0], [0.0, 0.2, 0.2], [-0.1, -0.2, -0.2], [0.0, 0.0, 0.1], [0.0, 0.1, 0.1], [0.0, 0.0, -0.1], [0.0, -0.1, 0.1], [-0.1, 0.2, -0.2], [0.0, 0.0, 0.1], [0.0, -0.1, 0.2], [0.0, 0.0, -0.2], [0.1, 0.2, 0.2], [-0.2, -0.1, -0.2], [0.0, -0.2, 0.3], [-0.2, 0.0, -0.2], [0.2, 0.0, 0.1], [-0.2, 0.0, 0.0], [-0.1, 0.0, 0.0], [0.2, -0.1, -0.1], [0.0, -0.1, -0.1], [0.1, 0.0, 0.1], [-0.1, 0.0, 0.0], [-0.2, -0.1, 0.1], [0.3, -0.1, -0.1], [0.1, 0.0, -0.2], [-0.1, 0.1, 0.1], [0.1, -0.1, 0.0], [0.0, 0.1, 0.0], [0.0, 0.0, -0.1], [-0.1, 0.1, 0.0], [0.1, -0.2, 0.1], [-0.1, 1.5, -0.9], [-0.1, -2.4, 1.5], [3.8, 0.8, -1.5], [2.4, 1.0, -0.1], [-1.9, -0.7, -0.2], [0.5, 0.5, -2.7], [-0.6, -0.1, 1.6], [-2.6, -1.1, 2.1], [-2.8, -0.4, 1.9], [-0.2, 0.0, -1.0], [0.4, -0.5, 0.5], [0.1, 0.4, -0.3], [-0.1, 0.3, 0.0], [0.1, 0.0, -0.1], [0.0, -0.3, 0.1], [-0.3, -0.1, 0.3], [0.7, 0.4, -0.7], [0.4, 1.8, 1.1], [-0.3, -1.1, -0.4], [-0.6, 0.1, 0.9], [0.9, -0.3, -0.4], [-0.3, -0.1, -0.1], [-0.1, 0.2, -0.5], [0.6, 0.1, 0.1], [-0.1, 0.0, 0.2], [-0.1, 0.0, 0.1], [-0.2, 0.1, -0.2], [0.1, 0.0, 0.1], [0.2, 0.1, -0.4], [-0.5, -0.2, 0.1], [-0.1, -0.1, 0.2], [0.1, 0.0, -0.1], [0.2, 0.3, 0.0], [0.0, -0.3, -0.2], [0.1, 0.2, -0.4], [0.0, 0.3, 0.3], [0.2, 0.1, 0.1], [0.0, -0.1, 0.0], [0.1, -0.3, -0.2], [-0.4, 0.1, 0.0], [0.2, -0.3, -0.2], [0.1, 0.4, -0.1], [0.3, 0.2, 0.0], [-0.1, 0.3, -0.1], [-0.2, -0.1, -0.1], [0.0, -0.2, 0.0], [0.3, -0.2, 0.2], [0.2, 0.1, 0.1], [0.1, 0.0, 0.2], [-0.2, 0.0, 0.1], [-0.2, 0.0, -0.2], [-0.2, 0.1, -0.6], [-0.1, -0.3, 0.2], [-0.2, 0.0, 0.2], [0.0, 0.2, 0.1], [0.3, 0.1, -0.2], [0.3, -0.1, -0.3], [0.0, 0.2, 0.2], [0.2, 0.1, 0.1], [0.2, -0.2, 0.0], [-0.1, -0.3, -0.2], [-0.3, -0.1, 0.0]]
}

***

Record 3
{
  "formula": "CH2FO4S",
  "method": "wB97M-V/def2-TZVPD",
  "largest_force_ha_per_bohr": 0.0797,
  "lumo_ev": 3.88,
  "multiplicity": 1,
  "total_charge": -1,
  "molar_mass_da": 129.09,
  "gap_ha": 0.35815,
  "homo_ha": -0.2154,
  "de_lowest_kj_mol": 18.7,
  "elements": ["C", "O", "O", "O", "O", "F", "S", "H", "H"],
  "xyz": [[0.03356, 1.25140, -0.33279], [-0.76742, 0.50419, 2.13267], [1.42345, -0.14899, 1.27577], [-0.59073, -1.16056, 0.42372], [0.18633, 2.45338, -0.18951], [0.00014, -2.09738, -1.91000], [0.01058, 0.02424, 1.02201], [0.10460, 0.80153, -1.25227], [-0.40052, -1.62781, -1.16961]],
  "forces_ev_per_a": [[0.8, 2.7, 3.0], [-0.2, 0.7, 0.1], [0.4, 0.3, -0.2], [-0.6, -0.4, -1.2], [-0.6, -1.6, -0.1], [-0.4, 0.4, 0.0], [0.1, -0.2, 0.9], [0.0, -1.3, -2.8], [0.6, -0.5, 0.3]]
}

***

Record 4
{
  "formula": "C5H13NSi",
  "method": "wB97M-V/def2-TZVPD",
  "largest_force_ha_per_bohr": 0.0817,
  "lumo_ev": 0.91,
  "multiplicity": 1,
  "total_charge": 0,
  "molar_mass_da": 115.25,
  "smiles": "C=C[SiH2]N.C=CC",
  "gap_ha": 0.38085,
  "homo_ha": -0.3473,
  "de_lowest_kj_mol": 236.0,
  "elements": ["C", "C", "Si", "N", "H", "H", "H", "H", "H", "H", "H", "C", "C", "C", "H", "H", "H", "H", "H", "H"],
  "xyz": [[-3.15141, -3.68600, -0.94791], [-2.60265, -2.47780, -1.22360], [-2.40666, -1.32684, 0.23773], [-0.76502, -1.06797, 0.82712], [-3.45740, -4.40502, -1.66191], [-3.21207, -3.93626, 0.10005], [-2.73985, -2.20711, -2.26788], [-3.17851, -1.93491, 1.30999], [-3.08293, -0.07874, -0.24912], [0.10032, -1.09008, 0.26716], [-0.58294, -1.09471, 1.75544], [2.06698, 1.54861, -0.07060], [3.04903, 2.14900, 0.62135], [3.23285, 3.57209, 0.16699], [1.77316, 0.49698, 0.15215], [1.71555, 2.01429, -0.98523], [3.39544, 1.80084, 1.57817], [3.09567, 4.08215, 1.15930], [4.26838, 3.84649, -0.24921], [2.48209, 3.79499, -0.51999]],
  "forces_ev_per_a": [[1.3, 1.7, 0.9], [-1.5, -1.3, 0.0], [1.1, 0.6, -0.8], [-0.8, -0.2, -4.0], [-0.4, -0.5, -0.7], [-0.2, -0.6, 0.1], [0.7, 0.4, 0.0], [-0.1, 0.0, 0.5], [0.2, -0.1, 0.3], [-1.1, 0.0, 0.4], [0.6, -0.1, 3.3], [1.1, -2.0, 0.7], [-2.1, 0.4, -1.8], [3.2, 0.2, 2.7], [-0.1, 1.0, -0.2], [-0.3, -0.2, 0.1], [0.5, -0.2, 0.0], [0.1, 0.6, -1.2], [-1.4, -0.5, 0.7], [-1.0, 0.8, -1.0]]
}

***

Record 5
{
  "formula": "C27H40N9P2RbS",
  "method": "wB97M-V/def2-TZVPD",
  "largest_force_ha_per_bohr": 0.0037,
  "lumo_ev": 0.28,
  "multiplicity": 1,
  "total_charge": 0,
  "molar_mass_da": 670.16,
  "gap_ha": 0.25294,
  "homo_ha": -0.2425,
  "de_lowest_kj_mol": 0.0,
  "elements": ["Rb", "C", "C", "N", "N", "C", "N", "S", "C", "C", "C", "C", "C", "N", "H", "H", "H", "H", "H", "H", "H", "H", "H", "C", "P", "C", "C", "C", "P", "C", "C", "H", "H", "H", "H", "H", "H", "H", "H", "H", "H", "H", "H", "H", "H", "H", "H", "N", "C", "C", "C", "C", "C", "N", "C", "C", "C", "C", "C", "N", "H", "H", "H", "H", "H", "H", "H", "H", "H", "C", "N", "C", "C", "N", "H", "H", "H", "H", "H", "H"],
  "xyz": [[0.26807, -0.21327, 0.04203], [3.01833, 2.65617, 3.51963], [2.49316, 1.63943, 2.54163], [1.24695, 1.36294, 2.40492], [0.39857, 2.10940, 3.16646], [-0.82383, 1.63972, 3.28481], [-1.67580, 2.50921, 3.93517], [-1.50525, 0.14376, 2.77571], [3.46355, 0.93475, 1.66417], [4.74858, 1.45390, 1.48187], [5.64414, 0.79164, 0.66139], [5.24658, -0.37956, 0.03809], [3.95169, -0.82310, 0.26557], [3.08239, -0.19493, 1.05102], [2.30574, 2.77194, 4.33025], [3.13678, 3.63666, 3.04891], [3.98522, 2.35243, 3.92165], [-1.21777, 3.24248, 4.45434], [-2.47335, 2.07642, 4.36737], [5.03742, 2.37343, 1.96972], [6.64068, 1.18823, 0.51115], [5.91191, -0.93698, -0.60693], [3.57578, -1.72401, -0.20785], [-2.87776, 3.51624, 0.58559], [-2.22511, 2.19241, -0.50036], [-3.54054, 0.92610, -0.29328], [-2.72271, 2.86560, -2.15387], [-2.57003, 1.83532, -3.27753], [-0.91953, 0.99799, -3.28646], [0.13800, 2.44009, -3.72168], [-1.02194, 0.18496, -4.93384], [-3.93645, 3.71435, 0.39907], [-2.30942, 4.43376, 0.42479], [-2.73874, 3.21477, 1.62509], [-4.52328, 1.31736, -0.57184], [-3.54284, 0.62254, 0.75487], [-3.31312, 0.04275, -0.89256], [-2.08990, 3.73467, -2.35649], [-3.75515, 3.22747, -2.11240], [-2.74344, 2.30143, -4.25316], [-3.32109, 1.04848, -3.16247], [-0.29690, 3.03761, -4.52698], [1.11926, 2.08418, -4.03948], [0.28014, 3.07329, -2.84455], [-1.28242, 0.88783, -5.72914], [-1.77587, -0.60322, -4.89759], [-0.06352, -0.28097, -5.16822], [0.88718, -3.59945, -2.21898], [1.52460, -2.58916, -2.93006], [1.81603, -2.83268, -4.28249], [2.44311, -1.85101, -5.01340], [2.77669, -0.64937, -4.39272], [2.43418, -0.50354, -3.06381], [1.81048, -1.43706, -2.34217], [0.85168, -3.86587, -0.85192], [0.18303, -5.02618, -0.43497], [0.15904, -5.32174, 0.90702], [0.78687, -4.46213, 1.80710], [1.41047, -3.34335, 1.29567], [1.45555, -3.04883, -0.00745], [0.53108, -4.34475, -2.79111], [1.56303, -3.78574, -4.73018], [2.68193, -2.02020, -6.05558], [3.28226, 0.14440, -4.92418], [2.66317, 0.41713, -2.53478], [-0.31090, -5.66437, -1.15703], [-0.35024, -6.21116, 1.25604], [0.78831, -4.65675, 2.87052], [1.89763, -2.62640, 1.94951], [-4.45702, -2.50982, 2.13788], [-3.06455, -2.91171, 1.98934], [-2.31264, -3.12752, 3.22336], [-2.43178, -2.57330, 0.87851], [-1.89473, -2.30116, -0.11077], [-5.00838, -3.30655, 2.63886], [-4.89533, -2.33906, 1.15773], [-4.53185, -1.59246, 2.72849], [-2.69813, -4.01858, 3.72245], [-2.39543, -2.25800, 3.87800], [-1.26352, -3.26809, 2.98451]],
  "forces_ev_per_a": [[0.0, 0.0, 0.0], [0.0, 0.0, 0.0], [0.0, 0.1, 0.0], [0.0, -0.1, 0.0], [0.0, 0.0, 0.0], [0.1, 0.0, 0.0], [0.0, 0.0, 0.0], [0.0, 0.0, 0.0], [0.0, 0.0, 0.0], [0.0, 0.0, 0.0], [0.0, 0.0, 0.0], [0.0, 0.0, 0.0], [0.0, 0.0, 0.0], [0.0, 0.0, 0.0], [0.0, 0.0, 0.0], [0.0, 0.0, 0.0], [0.0, 0.0, 0.0], [0.0, 0.0, 0.0], [0.0, 0.0, 0.0], [0.0, 0.0, 0.0], [0.0, 0.0, 0.0], [0.0, 0.0, 0.0], [0.0, 0.0, 0.0], [0.0, 0.0, 0.0], [0.0, 0.0, 0.0], [0.0, 0.0, 0.0], [0.0, 0.0, 0.0], [0.0, 0.0, 0.0], [0.0, 0.0, 0.0], [0.0, 0.0, 0.0], [0.0, 0.0, 0.0], [0.0, 0.0, 0.0], [0.0, 0.0, 0.0], [0.0, 0.0, 0.0], [0.0, 0.0, 0.0], [0.0, 0.0, 0.0], [0.0, 0.0, 0.0], [0.0, 0.0, 0.0], [0.0, 0.0, 0.0], [0.0, 0.0, 0.0], [0.0, 0.0, 0.0], [0.0, 0.0, 0.0], [0.0, 0.0, 0.0], [0.0, 0.0, 0.0], [0.0, 0.0, 0.0], [0.0, 0.0, 0.0], [0.0, 0.0, 0.0], [0.0, 0.0, 0.0], [0.0, 0.0, 0.0], [0.0, 0.0, 0.0], [0.0, 0.0, 0.0], [0.0, 0.0, 0.0], [0.0, 0.0, 0.0], [0.0, 0.0, 0.0], [0.0, 0.0, 0.0], [0.0, 0.0, 0.0], [0.0, 0.0, 0.0], [0.0, 0.0, 0.0], [0.0, 0.0, 0.0], [0.0, 0.0, 0.0], [0.0, 0.0, 0.0], [0.0, 0.0, 0.0], [0.0, 0.0, 0.0], [0.0, 0.0, 0.0], [0.0, 0.0, 0.0], [0.0, 0.0, 0.0], [0.0, 0.0, 0.0], [0.0, 0.0, 0.0], [0.0, 0.0, 0.0], [0.0, 0.1, 0.0], [0.0, 0.0, -0.1], [0.0, 0.0, 0.0], [0.1, 0.1, 0.1], [0.0, -0.1, -0.1], [0.0, 0.0, 0.0], [0.0, 0.0, 0.0], [0.0, 0.0, 0.0], [0.0, 0.0, 0.0], [0.0, 0.0, 0.0], [0.0, 0.0, 0.0]]
}

***

Record 6
{
  "formula": "C4H11NO3",
  "method": "wB97M-V/def2-TZVPD",
  "largest_force_ha_per_bohr": 0.0136,
  "lumo_ev": [3.11, 3.10],
  "multiplicity": 2,
  "total_charge": -1,
  "molar_mass_da": 121.14,
  "gap_ha": [0.10720, 0.23246],
  "homo_ha": [0.0069, -0.1187],
  "de_lowest_kj_mol": 50.7,
  "elements": ["C", "C", "C", "O", "N", "C", "O", "H", "H", "H", "H", "H", "H", "H", "H", "H", "H", "H", "O"],
  "xyz": [[0.70932, 0.42069, -0.46034], [-0.49242, 1.10939, -1.09871], [-0.96492, 2.27896, -0.28253], [-1.96955, 2.97467, -0.68304], [0.34778, -0.92895, 0.03345], [1.30878, -1.52181, 0.90616], [2.58612, -1.84034, 0.30187], [1.07562, 0.98134, 0.40311], [1.53733, 0.36917, -1.17573], [-0.32261, 1.39638, -2.14948], [-1.31539, 0.35840, -1.18498], [-0.62904, 2.31317, 0.76862], [0.20434, -1.55392, -0.75487], [0.88224, -2.45768, 1.28731], [1.56227, -0.79951, 1.67680], [2.39925, -2.48917, -0.38722], [-2.95001, 0.08861, 0.59553], [-1.56016, -0.44675, 0.88828], [-2.40893, -0.25265, 1.31579]],
  "forces_ev_per_a": [[0.0, -0.3, -0.4], [-0.2, 0.0, 0.3], [0.0, 0.6, -0.4], [0.0, -0.2, 0.1], [0.4, 0.1, 0.0], [0.2, -0.2, -0.5], [-0.2, -0.1, -0.1], [-0.2, 0.1, 0.0], [0.1, -0.1, 0.1], [0.2, 0.1, 0.2], [0.0, -0.1, 0.0], [0.0, -0.1, 0.0], [-0.3, 0.1, 0.0], [0.1, 0.2, 0.3], [-0.2, -0.2, 0.3], [0.1, 0.1, 0.0], [0.1, 0.3, 0.1], [0.1, 0.1, 0.0], [-0.2, -0.4, 0.0]]
}